Arrangement w

ORCA calculation (wB97M-V/def2-TZVPD) on a molecular structure, C27H32BrIN8O3PPdTe.

Values from the calculation:
Highest occupied orbital energy ... -10.59 eV
Charge ... +1
Frontier orbital gap ... 7.79 eV

XYZ file:
```
75
Properties=species:S:1:pos:R:3:lowdin_charge:R:1
Pd 1.236 0.164 -0.740 0.579
C 4.650 0.808 -0.275 -0.005
C 4.023 -0.334 0.441 -0.341
N 2.773 -0.739 0.304 -0.057
C 2.599 -1.847 1.111 -0.100
C 3.768 -2.111 1.739 -0.023
N 4.661 -1.152 1.306 0.006
C 6.013 -1.001 1.824 -0.056
N 5.997 -0.821 3.242 -0.066
N 6.255 -1.890 4.047 0.059
N 6.020 -1.576 5.255 0.085
C 5.563 -0.272 5.293 -0.222
C 5.165 0.519 6.373 -0.001
C 4.732 1.793 6.089 -0.075
C 4.693 2.279 4.766 -0.075
C 5.087 1.511 3.693 -0.009
C 5.529 0.220 3.991 -0.169
H 3.889 1.313 -0.865 0.056
H 5.429 0.462 -0.957 0.099
H 5.091 1.531 0.412 0.073
H 1.659 -2.368 1.151 0.100
H 4.052 -2.868 2.450 0.129
H 6.482 -0.153 1.329 0.139
H 6.592 -1.901 1.627 0.146
H 5.202 0.135 7.383 0.120
H 4.417 2.444 6.893 0.107
H 4.350 3.291 4.592 0.106
H 5.061 1.901 2.684 0.094
Br -2.488 6.947 -0.169 0.720
C -3.741 6.038 0.912 -0.746
C -4.736 6.790 1.524 -0.128
C -5.679 6.173 2.326 -0.071
C -5.635 4.801 2.523 -0.078
C -4.644 4.048 1.915 -0.164
C -3.695 4.664 1.107 -0.747
I -2.238 3.459 0.227 0.935
H -4.763 7.859 1.364 0.103
H -6.451 6.768 2.797 0.112
H -6.370 4.312 3.147 0.110
H -4.606 2.977 2.062 0.089
N -1.060 1.383 -2.375 0.189
C -0.180 0.940 -1.779 -0.294
H -1.813 1.773 -2.904 0.110
C 3.206 -5.482 -0.393 -0.061
C 1.941 -5.026 -1.073 -0.252
O 2.219 -3.755 -1.722 -0.303
P 1.006 -2.802 -2.100 0.141
O 0.081 -2.511 -0.977 -0.374
Te 2.113 -0.821 -2.983 0.703
O 0.217 -3.529 -3.266 -0.263
C 0.885 -3.900 -4.496 -0.293
C 0.099 -3.361 -5.664 -0.069
H 3.042 -6.450 0.081 0.087
H 3.509 -4.766 0.372 0.059
H 4.016 -5.584 -1.115 0.085
H 1.127 -4.887 -0.360 0.114
H 1.617 -5.734 -1.839 0.120
H 0.937 -4.988 -4.509 0.123
H 1.909 -3.516 -4.493 0.087
H -0.922 -3.741 -5.644 0.085
H 0.566 -3.672 -6.599 0.086
H 0.071 -2.272 -5.635 0.070
N -0.808 -1.167 1.315 0.164
C -0.420 0.020 1.826 -0.375
C -0.875 0.450 3.090 -0.008
C -0.407 1.624 3.613 -0.056
C 0.509 2.394 2.887 -0.089
C 0.889 1.934 1.658 -0.179
N 0.446 0.774 1.129 -0.028
H -1.551 -1.672 1.763 0.115
H -0.482 -1.511 0.416 0.024
H -1.574 -0.169 3.635 0.118
H -0.746 1.953 4.586 0.118
H 0.881 3.337 3.257 0.109
H 1.560 2.505 1.029 0.109
```

Arrangement x

ORCA calculation (wB97M-V/def2-TZVPD) on a molecular structure, C27H32BrIN8O3PPdTe.

Values from the calculation:
Highest occupied orbital energy ... -10.87 eV
Charge ... +1
Frontier orbital gap ... 7.51 eV

XYZ file:
```
75
Properties=species:S:1:pos:R:3:lowdin_charge:R:1
Pd -0.658 -0.996 0.959 0.497
C 1.967 -0.528 -2.196 0.001
C 2.581 -0.855 -0.878 -0.362
N 1.926 -1.239 0.190 0.064
C 2.876 -1.435 1.173 -0.144
C 4.114 -1.166 0.691 -0.050
N 3.921 -0.790 -0.621 -0.020
C 4.924 -0.184 -1.473 -0.055
N 5.623 0.850 -0.755 -0.067
N 6.980 0.893 -0.780 0.062
N 7.385 1.876 -0.077 0.079
C 6.282 2.509 0.466 -0.224
C 6.200 3.601 1.333 -0.003
C 4.946 3.969 1.763 -0.075
C 3.795 3.265 1.354 -0.082
C 3.856 2.195 0.488 -0.023
C 5.134 1.844 0.040 -0.169
H 0.901 -0.729 -2.135 0.067
H 2.398 -1.129 -2.998 0.092
H 2.088 0.528 -2.452 0.073
H 2.607 -1.743 2.171 0.092
H 5.090 -1.176 1.146 0.130
H 4.411 0.225 -2.341 0.132
H 5.678 -0.895 -1.805 0.142
H 7.094 4.118 1.656 0.119
H 4.835 4.802 2.443 0.106
H 2.835 3.566 1.757 0.088
H 2.968 1.639 0.211 0.088
Br -6.565 0.791 -0.276 0.739
C -6.399 -1.041 0.154 -0.742
C -7.341 -1.915 -0.375 -0.129
C -7.257 -3.272 -0.107 -0.073
C -6.231 -3.759 0.690 -0.081
C -5.293 -2.888 1.219 -0.171
C -5.373 -1.525 0.958 -0.738
I -3.875 -0.297 1.740 0.991
H -8.137 -1.523 -0.993 0.103
H -7.997 -3.946 -0.518 0.111
H -6.161 -4.817 0.907 0.110
H -4.491 -3.264 1.841 0.093
N -0.449 -2.317 3.746 0.218
C -0.569 -1.797 2.726 -0.277
H -0.330 -2.780 4.624 0.120
C 1.893 3.875 -2.094 -0.053
C 0.817 3.620 -1.071 -0.256
O 0.394 2.238 -1.197 -0.257
P -0.749 1.622 -0.301 0.145
O -1.004 0.221 -0.792 -0.451
Te -0.150 1.320 2.013 0.681
O -2.021 2.519 -0.496 -0.253
C -2.300 3.737 0.253 -0.278
C -3.596 3.597 1.006 -0.076
H 2.221 4.913 -2.021 0.093
H 1.511 3.698 -3.099 0.089
H 2.756 3.234 -1.917 0.063
H -0.044 4.266 -1.243 0.112
H 1.187 3.777 -0.055 0.097
H -2.347 4.534 -0.487 0.123
H -1.472 3.941 0.936 0.085
H -4.406 3.341 0.324 0.071
H -3.833 4.543 1.496 0.091
H -3.521 2.823 1.768 0.028
N -2.935 -2.023 -1.140 0.151
C -2.139 -3.061 -0.800 -0.358
C -2.459 -4.370 -1.213 -0.009
C -1.636 -5.406 -0.868 -0.051
C -0.484 -5.158 -0.112 -0.063
C -0.247 -3.871 0.283 -0.146
N -1.058 -2.838 -0.026 -0.005
H -3.685 -2.183 -1.788 0.117
H -2.590 -1.079 -1.044 0.042
H -3.351 -4.527 -1.804 0.118
H -1.874 -6.413 -1.186 0.117
H 0.202 -5.947 0.156 0.108
H 0.635 -3.611 0.852 0.091
```

Most stable structure, least stable structure: arrangement w, arrangement x.

Arrangement w

ORCA calculation (wB97M-V/def2-TZVPD) on a molecular structure, C2H3BrO3S.

Values from the calculation:
Highest occupied orbital energy ... -10.70 eV
Charge ... 0
Frontier orbital gap ... 11.29 eV

XYZ file:
```
10
Properties=species:S:1:pos:R:3:nbo_charge:R:1
C 1.017 0.435 0.345 -0.091
C -0.299 0.668 -0.590 -0.593
O -0.339 -2.158 -0.854 -0.878
O -1.884 -1.080 0.686 -0.883
O 0.667 -0.683 1.029 -0.667
S -0.663 -1.077 -0.023 2.293
Br -1.659 1.608 0.114 0.185
H 1.981 0.206 -0.089 0.193
H 1.163 1.333 0.972 0.191
H 0.016 0.748 -1.588 0.251
```

Arrangement x

ORCA calculation (wB97M-V/def2-TZVPD) on a molecular structure, C2H3BrO3S.

Values from the calculation:
Highest occupied orbital energy ... -10.94 eV
Charge ... 0
Frontier orbital gap ... 10.86 eV

XYZ file:
```
10
Properties=species:S:1:pos:R:3:nbo_charge:R:1
C -0.710 -0.493 0.770 -0.137
C 0.228 -0.649 -0.489 -0.634
O 0.135 1.834 -1.432 -0.900
O 1.613 1.714 0.410 -0.872
O -0.844 0.891 0.776 -0.651
S 0.464 1.152 -0.249 2.300
Br 1.659 -1.748 -0.451 0.178
H -1.737 -1.041 0.835 0.214
H -0.347 -0.931 1.683 0.200
H -0.460 -0.730 -1.853 0.303
```

Most stable structure, least stable structure: arrangement w, arrangement x.

Arrangement w

ORCA calculation (wB97M-V/def2-TZVPD) on a molecular structure, CH3I2O2P.

Values from the calculation:
Highest occupied orbital energy ... -9.53 eV
Charge ... 0
Frontier orbital gap ... 8.64 eV

XYZ file:
```
9
Properties=species:S:1:pos:R:3:nbo_charge:R:1
C -1.079 -0.787 -0.420 -1.008
O 0.877 1.040 -1.402 -1.046
O 0.095 1.243 1.084 -1.016
P 0.430 0.260 -0.276 1.927
I 1.597 2.037 2.027 0.492
I 2.077 -1.258 0.653 -0.157
H -1.504 -0.205 -1.303 0.260
H -0.652 -1.754 -0.687 0.270
H -1.841 -0.577 0.323 0.279
```

Arrangement x

ORCA calculation (wB97M-V/def2-TZVPD) on a molecular structure, CH3I2O2P.

Values from the calculation:
Highest occupied orbital energy ... -9.78 eV
Charge ... 0
Frontier orbital gap ... 8.03 eV

XYZ file:
```
9
Properties=species:S:1:pos:R:3:nbo_charge:R:1
C 0.542 0.702 1.009 -1.059
O -1.748 0.794 -0.689 -1.025
O 0.545 -0.449 -1.438 -1.012
P -0.457 -0.132 -0.245 1.849
I -0.102 -1.467 -3.055 0.528
I -1.021 -2.244 0.762 -0.123
H 0.646 0.181 2.027 0.278
H 1.567 0.834 0.443 0.270
H 0.029 1.781 1.187 0.293
```

Most stable structure, least stable structure: arrangement w, arrangement x.

Arrangement w

ORCA calculation (wB97M-V/def2-TZVPD) on a molecular structure, C2H8N3O.

Values from the calculation:
Highest occupied orbital energy ... -13.89 eV
Charge ... +1
Frontier orbital gap ... 10.40 eV

XYZ file:
```
14
Properties=species:S:1:pos:R:3:nbo_charge:R:1
C 1.290 1.220 -0.922 -0.129
C -0.051 0.791 -0.455 0.621
N -0.527 -1.487 1.202 -0.502
N 0.509 -0.686 0.699 -0.648
N -1.228 0.446 -1.024 -0.863
O 0.480 1.933 -0.004 -0.416
H 2.108 0.843 -0.304 0.192
H 1.686 1.638 -1.879 0.232
H -0.739 -1.185 2.173 0.415
H -1.377 -1.644 0.659 0.437
H 1.160 -0.345 1.431 0.378
H -0.127 -2.338 1.336 0.416
H -1.210 -0.330 -1.725 0.426
H -1.974 1.144 -1.187 0.442
```

Arrangement x

ORCA calculation (wB97M-V/def2-TZVPD) on 2 unconnected molecules or ions with the total composition C2H8N3O.

Values from the calculation:
Highest occupied orbital energy ... -13.79 eV
Charge ... +1
Frontier orbital gap ... 9.27 eV

XYZ file:
```
14
Properties=species:S:1:pos:R:3:nbo_charge:R:1
C 1.937 1.323 -0.038 0.541
N 1.405 2.297 0.699 -0.786
O 1.312 0.308 -0.342 -0.717
H 2.973 1.355 -0.371 0.156
H 1.805 3.201 0.872 0.416
H 0.494 2.181 1.103 0.404
N -0.842 -2.221 0.452 -0.658
C -1.688 -1.542 -0.258 0.428
N -1.408 -0.212 -0.392 -0.785
H 0.091 -1.813 0.508 0.456
H -0.948 -3.224 0.528 0.437
H -2.503 -1.872 -0.901 0.244
H -2.072 0.379 -0.897 0.411
H -0.554 -0.161 -0.964 0.452
```

Most stable structure, least stable structure: arrangement x, arrangement w.